(1)
Formula: C21H38AsCuF6N4O4S3Si3
Source: the Open Molecules 2025 dataset
Level of theory: ωB97M-V/def2-TZVPD

The geometry in ORCA input format:
```
! wB97M-V def2-TZVPD RIJCOSX def2/J DEFGRID3
* xyz 0 1
S -1.18 6.73 -1.46
C -0.34 2.82 -1.78
N 1.75 1.16 1.31
H 0.89 -5.63 -1.34
C 1.72 -5.46 -0.65
H 2.91 -3.59 -2.74
H -1.96 0.68 0.21
C -1.40 8.47 2.19
H 0.39 -0.37 -2.88
C -2.99 6.94 0.60
C 0.41 -1.28 -3.49
H 0.05 8.42 0.59
H 3.29 -2.07 -1.91
Si -1.27 -3.33 1.09
Si -0.59 -2.60 -2.57
C -0.97 -3.07 2.93
H 4.25 -3.52 -1.60
C 3.80 2.11 0.09
H -0.41 -5.68 1.28
H -3.65 6.34 -0.02
O 1.32 -1.17 2.19
H 3.50 -2.61 1.45
H -0.97 4.39 -3.10
H 3.81 -4.35 1.29
C -0.93 8.11 0.93
Cu 0.45 0.30 -0.09
N -0.01 2.41 -0.55
H 1.45 -1.58 -3.59
O -0.56 0.43 2.04
H -2.60 -2.31 -4.00
H -1.21 -2.04 3.22
H -0.35 5.33 1.05
C 3.03 -3.58 1.28
H -3.16 -1.68 0.99
H -0.74 -5.10 -2.74
C 3.24 -3.15 -1.80
H -0.65 -4.36 -4.34
H -2.71 -0.51 -0.60
C -1.26 -5.20 0.78
C -2.42 -2.24 -2.92
C -1.74 7.31 0.14
Si 2.10 -3.61 -0.36
H -2.17 -5.66 1.17
C -0.03 3.33 0.42
O 2.71 -0.18 -0.59
F 0.81 2.10 3.95
H -1.59 -3.75 3.52
S 3.03 0.51 0.63
H 0.23 2.99 1.41
C -0.26 -4.31 -3.32
H 0.02 -1.05 -4.48
C -0.72 5.07 -1.07
H -0.35 2.05 -2.54
H -3.09 -2.95 -2.43
C -3.05 -2.74 0.75
H -4.34 7.10 2.27
F 2.99 2.75 -0.75
H 2.61 -5.93 -1.08
F 4.96 1.89 -0.51
H -2.69 -1.23 -2.60
H 1.49 -5.98 0.28
H 0.08 -3.25 3.20
H 2.36 -3.76 2.12
H -3.33 -2.90 -0.29
O 3.96 -0.08 1.54
H -0.80 9.07 2.85
H -3.01 1.05 -0.99
C -0.69 4.12 -2.09
H -3.76 -3.29 1.38
N -2.28 0.40 -0.71
S 0.86 0.18 2.17
C -3.37 7.37 1.86
F 0.54 0.11 4.78
H -1.19 -5.43 -0.28
F 4.01 2.88 1.16
F 2.51 0.77 4.15
N -2.60 8.11 2.65
C 1.21 0.82 3.87
C -0.37 4.65 0.21
As 0.20 -2.16 -0.35
H 0.81 -4.53 -3.36
*
```

Summary:
gap between HOMO and LUMO	8.441	eV
largest force on an atom	3.15	eV/A
E_tot	-214468.7389	eV
HOMO level	-8.4	eV
LUMO	0.0025	Eh

(2)
Formula: C32H48P2Tl
Source: the Open Molecules 2025 dataset
Level of theory: ωB97M-V/def2-TZVPD

The geometry in ORCA input format:
```
! wB97M-V def2-TZVPD RIJCOSX def2/J DEFGRID3
* xyz 1 1
H 4.18 -1.31 -0.46
H -0.24 0.21 0.04
C 0.15 -1.64 4.34
H 2.32 -4.58 -6.14
H -3.35 3.18 1.89
H -1.63 3.52 -1.76
H -3.18 2.17 3.72
C -3.60 0.19 0.17
H 0.76 5.11 1.17
C 0.67 2.08 1.67
C -3.36 1.18 1.16
H 4.43 -0.20 -4.79
H -3.34 -1.62 4.13
P 2.00 -2.45 -5.04
C 4.54 -1.55 -1.47
H 2.20 -0.86 -6.93
C 3.86 -2.26 -5.18
H 0.99 0.25 -1.24
H -4.36 2.93 0.45
Tl 2.01 -2.81 -0.41
C -0.42 -2.55 5.28
H -1.90 -2.14 3.25
C -0.76 3.10 -1.24
H 1.22 3.78 -0.82
C 0.18 4.10 -0.66
H -0.97 4.96 0.98
H -2.60 2.97 0.30
H -1.23 -2.79 7.27
H 3.32 1.33 -3.58
H -3.46 -2.87 2.83
H -0.84 -0.45 7.96
C -0.60 -0.77 6.94
C -3.67 -2.40 0.13
H 4.63 -2.64 -1.58
C -0.02 4.41 0.83
H 0.74 1.43 2.55
C -0.55 1.78 -1.31
H 1.63 -0.03 -5.45
H 0.52 -1.07 -6.38
P 3.32 -0.94 -2.73
C -3.95 0.49 -1.23
H -4.67 -2.81 0.34
H 4.29 -3.24 -4.93
C -2.97 -1.94 3.15
C 0.61 -1.90 3.00
H 5.51 -1.07 -1.61
H 0.06 5.04 -1.21
C -0.10 0.14 6.01
H -4.00 -0.44 -1.81
H 3.05 1.31 -1.81
H -3.21 1.14 -1.70
C -2.75 1.16 3.66
H 2.03 2.32 0.01
H 5.40 -1.42 -3.92
H -0.50 3.42 2.74
C 0.40 0.89 -0.55
H -1.67 1.25 3.79
H -2.94 -3.12 0.51
C -3.47 -1.08 0.78
C 3.63 0.86 -2.63
C 4.39 -1.17 -4.26
C -3.17 -0.89 2.15
C 0.00 3.23 1.78
H -0.56 -3.60 5.00
H 2.06 0.75 0.80
H -4.93 0.99 -1.33
H 0.04 1.20 6.26
C 1.38 1.55 0.46
C 1.02 -1.92 1.81
H -3.55 -2.32 -0.95
C 1.56 -0.95 -6.04
H 4.10 -2.04 -6.24
H -1.12 1.18 -2.02
C -0.80 -2.10 6.55
C -3.43 2.63 0.94
C 1.91 -3.62 -6.45
C 0.26 -0.28 4.73
H 4.70 1.05 -2.50
H 0.86 -3.75 -6.74
H 2.48 -3.24 -7.31
H -3.14 0.57 4.49
H 0.68 0.42 4.00
C -3.07 0.51 2.38
*
```

Summary:
gap between HOMO and LUMO	4.145	eV
largest force on an atom	5.92	eV/A
E_tot	-57221.4941	eV
HOMO level	-10.1	eV
LUMO	-0.2203	Eh
ΔE to the lowest compared entry with this formula, charge and spin	0.033	eV

(3)
Formula: C4H11AlO2
Source: the Open Molecules 2025 dataset
Level of theory: ωB97M-V/def2-TZVPD

The geometry in ORCA input format:
```
! wB97M-V def2-TZVPD RIJCOSX def2/J DEFGRID3
* xyz 1 2
H 2.75 -0.12 -2.11
H 1.13 1.70 -0.47
C 0.75 0.68 -0.62
O 0.75 0.41 -2.05
H -2.64 -1.40 2.79
H 1.47 -0.03 -0.11
Al -1.06 0.06 -2.12
C -1.55 -1.37 2.64
C 2.01 0.47 -2.68
H 2.36 1.51 -2.75
H -1.93 0.56 2.59
C -0.66 0.43 -0.11
H -1.05 1.33 0.38
H -1.07 -2.01 3.39
H 1.89 0.04 -3.68
H -1.35 -1.78 1.63
H -0.66 -0.45 0.54
O -1.14 -0.03 2.74
*
```

Summary:
gap between HOMO and LUMO (spin up / spin down)	8.459 / 7.244	eV
largest force on an atom	2.47	eV/A
E_tot	-15009.4449	eV
HOMO level (spin up / spin down)	-12.8 / -13.5	eV
LUMO (spin up / spin down)	-0.1586 / -0.2290	Eh
<S²>	0.756

(4)
Formula: C45H86Cl8NO14S4
Source: the Open Molecules 2025 dataset
Level of theory: ωB97M-V/def2-TZVPD

The geometry in ORCA input format:
```
! wB97M-V def2-TZVPD RIJCOSX def2/J DEFGRID3
* xyz 1 1
H -0.34 -2.29 -1.16
H -1.15 -4.43 2.42
Cl 1.17 -6.19 2.05
H -6.98 0.64 2.80
C 3.59 -0.27 5.75
H 6.27 3.02 0.70
H 6.41 2.08 -0.81
H 2.11 -4.65 -4.96
H -2.81 2.12 0.72
C -4.83 5.59 -0.19
C -1.93 -2.76 1.26
H 2.96 -1.12 6.04
H 2.71 7.06 0.02
C -2.98 -1.28 6.85
C 0.85 8.02 -0.66
O -4.37 -2.20 -1.32
O 2.56 0.79 0.43
H -1.85 -3.35 0.35
H 5.28 0.30 0.53
C 2.09 -7.30 0.99
C 0.03 2.72 -6.51
H 2.23 4.30 -5.14
H 2.22 -1.64 -2.63
H -0.43 1.88 -7.02
H -0.66 2.32 -1.42
C -0.63 0.53 -0.37
H -2.13 -3.36 3.32
C 0.06 -2.24 -0.14
C -2.10 2.65 0.07
H -6.14 -0.63 -2.64
C 0.40 4.00 -4.18
H 3.99 -4.21 -2.97
H -1.40 3.03 0.82
H 2.27 6.92 -1.68
H 2.37 3.04 -4.00
H 1.49 -7.80 0.24
C 5.72 2.49 -0.08
Cl -3.52 4.99 2.24
H 3.79 -6.22 -5.52
Cl -5.08 0.35 0.88
C 1.86 6.94 -0.66
H -0.13 -2.27 3.96
H -2.69 3.41 -0.42
C -4.63 6.00 1.26
H 4.75 3.13 -1.90
H -5.36 -3.25 -3.61
C 3.59 0.05 4.25
H 3.47 1.16 7.52
O -1.33 2.03 -4.32
C -1.87 -0.70 7.77
H 1.96 0.75 6.75
H -4.91 -0.84 -5.42
Cl 1.97 0.73 -2.67
Cl 3.92 -7.76 3.00
O 3.41 2.70 -0.40
H -3.19 -2.34 6.95
C 2.03 -5.64 -4.50
H -0.07 0.27 7.05
H -5.53 -1.77 1.81
H 3.02 -7.51 -4.83
C 1.05 5.68 -0.38
O -2.26 -2.02 -2.69
H -0.08 -1.55 6.91
Cl -5.25 3.95 -0.43
H 4.33 -7.18 -2.75
H 0.11 0.87 0.35
H -7.75 -0.76 2.06
S -0.99 3.24 -5.08
C 2.83 1.36 4.01
C 3.02 0.91 6.56
H -3.91 -0.78 7.14
H -5.54 6.11 1.83
C 4.95 1.33 0.62
C -1.58 -0.49 0.23
H 4.63 0.13 3.95
C 4.20 -6.28 -3.35
H 5.02 1.58 1.69
H 4.63 -0.37 6.06
C -5.52 -0.21 -3.44
H 5.24 -6.10 -3.64
H 3.26 -0.71 3.54
H 1.36 4.83 -1.00
C -0.65 -0.62 6.84
O -1.21 -0.49 5.54
C -1.39 -3.37 2.51
H 4.56 4.35 -0.63
C -6.94 -0.45 2.70
H 4.08 0.02 -4.32
C -1.44 1.72 -0.95
O 0.94 9.19 -0.83
S -3.70 -1.88 -2.58
O -0.39 7.48 -0.34
H 2.93 -6.82 0.49
C 3.29 -6.48 -4.58
H 1.75 1.23 4.05
H -4.16 6.99 1.27
H -4.21 6.02 -0.97
C 2.67 -8.39 1.91
H -2.94 -2.36 1.29
O 2.29 3.43 5.74
H 1.09 -6.11 -4.79
H -0.14 3.61 -7.12
O 1.22 -3.95 -2.49
H -4.04 0.33 -1.93
H 0.84 -1.49 -0.29
C 3.86 -0.86 -3.71
H 2.07 2.43 -6.78
H 0.43 -3.24 0.07
H 1.84 -8.89 2.41
H 3.13 -9.16 1.28
H -2.06 0.30 8.15
H -2.19 1.43 -1.68
H 3.81 -5.16 -1.43
C 1.71 3.41 -4.79
O -3.06 -1.04 4.42
H 4.12 -1.70 -4.36
H 1.64 -1.03 -4.18
H -4.08 -2.84 -4.80
C -0.12 -2.63 2.93
H 0.18 3.76 -3.14
S 1.85 -5.24 -2.71
H -5.81 6.07 -0.36
C 2.35 -0.85 -3.38
H -4.80 -0.64 3.02
S 3.26 2.37 5.49
H -0.65 -0.47 2.62
O 1.32 -6.40 -2.03
H -3.42 0.38 -3.59
H -1.73 -1.37 8.62
C 3.63 -5.12 -2.50
C -2.46 -0.97 5.46
H 0.76 -3.26 2.83
O -1.92 4.26 -5.54
H 1.35 1.41 -5.49
H 3.02 1.76 3.02
C -4.11 -0.14 -2.91
H -2.26 -0.90 -0.52
Cl -7.13 -1.10 4.35
C 4.63 3.29 -0.83
H 0.41 5.06 -4.42
H -0.15 0.17 -1.28
N -0.89 -1.68 0.87
O 4.69 2.60 5.46
C -0.39 6.09 -0.67
C -5.47 -1.24 -4.58
H -2.24 -0.15 1.03
C 3.50 1.50 0.21
H -6.47 -1.53 -4.90
C -5.52 -0.77 2.22
C -4.71 -2.47 -3.99
Cl 4.92 -0.85 -2.32
H 0.82 -0.85 1.97
H 1.22 5.21 0.60
H -0.55 6.21 -1.75
H -6.03 0.70 -3.75
H -1.20 5.53 -0.21
C 1.40 2.41 -5.92
C -0.16 -1.31 2.13
*
```

Summary:
gap between HOMO and LUMO	9.998	eV
largest force on an atom	2.85	eV/A
E_tot	-221728.3636	eV
HOMO level	-11.7	eV
LUMO	-0.0616	Eh

(5)
Formula: C4H7F2NO
Source: the Open Molecules 2025 dataset
Level of theory: ωB97M-V/def2-TZVPD

The geometry in ORCA input format:
```
! wB97M-V def2-TZVPD RIJCOSX def2/J DEFGRID3
* xyz 0 1
H 2.82 -1.36 -0.75
H 3.46 -0.49 0.65
H -0.54 0.91 -1.83
F -1.50 0.09 1.26
H 2.83 0.39 -0.67
N 1.37 -0.47 0.56
H 0.44 -1.37 -1.13
H 0.81 1.51 0.62
C -0.28 0.76 -0.76
C 0.31 -0.61 -0.36
H 1.33 -1.12 1.36
O 0.30 1.87 -0.11
F -2.12 -0.85 -0.62
C 2.67 -0.51 -0.08
C -1.13 -0.20 0.02
*
```

Summary:
gap between HOMO and LUMO	10.332	eV
largest force on an atom	1.87	eV/A
E_tot	-13232.4147	eV
HOMO level	-9.5	eV
LUMO	0.0318	Eh
ΔE to the lowest compared entry with this formula, charge and spin	1.831	eV
structure (SMILES)	CN[C@@H]1[C@H](O)C1(F)F

(6)
Formula: C2H6F2NP
Source: the Open Molecules 2025 dataset
Level of theory: ωB97M-V/def2-TZVPD

The geometry in ORCA input format:
```
! wB97M-V def2-TZVPD RIJCOSX def2/J DEFGRID3
* xyz 0 1
N 0.45 -0.04 -0.23
H 0.18 1.00 -1.99
C 0.26 1.16 -0.94
H -0.98 -1.10 -1.27
C -0.71 -1.00 -0.18
H -0.39 1.93 -0.51
F 1.05 -1.48 1.77
H -0.19 -1.89 0.18
H 1.15 1.66 -1.00
P 1.05 0.14 1.40
H -1.53 -0.79 0.54
F -0.35 0.39 2.24
*
```

Summary:
gap between HOMO and LUMO	10.807	eV
largest force on an atom	3.79	eV/A
E_tot	-18386.3429	eV
HOMO level	-9.9	eV
LUMO	0.0343	Eh
ΔE to the lowest compared entry with this formula, charge and spin	0.069	eV
structure (SMILES)	CN(C)P(F)F

(7)
Formula: C4H9NO2
Source: the Open Molecules 2025 dataset
Level of theory: ωB97M-V/def2-TZVPD

The geometry in ORCA input format:
```
! wB97M-V def2-TZVPD RIJCOSX def2/J DEFGRID3
* xyz 0 1
H -0.75 2.51 -0.85
C -1.08 0.77 -1.00
C 0.34 -1.21 -0.17
C 1.29 -0.91 0.99
H 0.16 -2.29 -0.12
H -2.09 1.19 -0.97
C -1.01 -0.47 -0.16
H -1.30 -0.21 0.87
H -1.79 -1.12 -0.57
H 2.09 0.64 2.03
N 1.46 0.40 1.29
O 1.87 -1.81 1.58
H 0.99 1.13 0.76
H 0.87 -1.01 -1.11
O -0.22 1.79 -0.52
H -0.83 0.59 -2.05
*
```

Summary:
gap between HOMO and LUMO	9.982	eV
largest force on an atom	1.58	eV/A
E_tot	-9879.2941	eV
HOMO level	-9.4	eV
LUMO	0.0209	Eh
ΔE to the lowest compared entry with this formula, charge and spin	0.767	eV
structure (SMILES)	NC(=O)CCCO

(8)
Formula: C10H9Cl2NO5
Source: the Open Molecules 2025 dataset
Level of theory: ωB97M-V/def2-TZVPD

The geometry in ORCA input format:
```
! wB97M-V def2-TZVPD RIJCOSX def2/J DEFGRID3
* xyz 0 1
C -3.20 -1.43 -3.14
C -1.93 -1.07 -0.74
C 1.43 1.82 2.18
O -0.42 -1.69 0.88
H 5.52 0.89 1.74
C 2.10 0.74 2.57
N -1.24 -0.87 0.55
C 1.29 2.21 0.74
C -2.28 -2.37 -2.70
C -3.49 -0.31 -2.37
H -0.91 -2.91 -1.13
O 4.26 -0.21 0.09
O -1.53 0.12 1.20
H -3.06 0.74 -0.54
O 4.59 1.01 1.97
C -1.63 -2.19 -1.49
H 0.24 2.24 0.44
O 2.67 -0.11 1.65
H -2.06 -3.24 -3.30
H 1.76 3.17 0.55
C -2.85 -0.12 -1.16
C 3.89 0.20 1.15
H -4.21 0.42 -2.72
H 1.78 1.46 0.12
Cl 2.28 0.22 4.19
Cl 0.71 2.84 3.36
H -3.70 -1.57 -4.09
*
```

Summary:
gap between HOMO and LUMO	8.646	eV
largest force on an atom	0.40	eV/A
E_tot	-47285.5131	eV
HOMO level	-9.1	eV
LUMO	-0.0178	Eh
ΔE to the lowest compared entry with this formula, charge and spin	0.000	eV
structure (SMILES)	C/C(Cl)=C(/Cl)OC(=O)O.O=[N+]([O-])c1ccccc1

(9)
Formula: C8H16Cl2FO5PS
Source: the Open Molecules 2025 dataset
Level of theory: ωB97M-V/def2-TZVPD

The geometry in ORCA input format:
```
! wB97M-V def2-TZVPD RIJCOSX def2/J DEFGRID3
* xyz -2 1
H -0.71 0.39 -1.42
H 2.99 0.37 -0.27
O 3.25 0.17 1.86
O -3.25 3.94 -2.65
H 3.17 -0.13 4.00
S 0.73 -0.23 0.62
H 2.08 -1.28 2.97
C 1.08 -1.79 -0.38
C -1.66 1.51 0.41
O -1.60 5.44 -3.80
O -1.36 2.95 -3.98
C 0.23 -4.27 -1.20
H 2.25 1.81 0.71
H -3.08 1.22 2.17
C -2.30 0.54 1.56
H 0.25 -3.46 0.95
H 1.58 0.61 3.28
C 2.41 0.63 0.74
H -1.54 0.15 2.36
Cl -1.78 -2.52 -0.29
H 0.99 -5.06 -0.78
C 2.44 -0.16 3.05
P -1.78 4.11 -3.06
H 0.61 -3.88 -2.24
H -1.41 2.61 0.77
C -0.37 0.89 -0.39
H 0.30 1.82 -0.72
H -2.95 -0.34 1.11
Cl 2.79 -2.48 0.00
F -2.75 1.68 -0.63
H -0.83 -4.82 -1.28
O -0.90 4.10 -1.80
H 1.09 -1.48 -1.53
C 0.03 -3.02 -0.11
*
```

Summary:
gap between HOMO and LUMO	1.883	eV
largest force on an atom	3.69	eV/A
E_tot	-66669.8646	eV
HOMO level	1.6	eV
LUMO	0.1275	Eh

(10)
Formula: C3H4N2OS
Source: the Open Molecules 2025 dataset
Level of theory: ωB97M-V/def2-TZVPD

The geometry in ORCA input format:
```
! wB97M-V def2-TZVPD RIJCOSX def2/J DEFGRID3
* xyz 0 3
H 0.01 2.03 0.11
S -0.09 -0.16 1.03
C 0.93 -0.57 -0.37
H -1.57 1.79 1.10
O -1.91 -1.11 -0.61
H -1.48 1.29 -0.50
N 3.16 -1.63 0.18
C -0.86 1.40 0.40
C 2.13 -1.18 -0.08
N -1.14 -1.53 0.19
H 0.81 -0.33 -1.43
*
```

Summary:
gap between HOMO and LUMO (spin up / spin down)	7.705 / 7.092	eV
largest force on an atom	4.07	eV/A
E_tot	-19032.6153	eV
HOMO level (spin up / spin down)	-7.4 / -9.2	eV
LUMO (spin up / spin down)	0.0101 / -0.0757	Eh
ΔE to the lowest compared entry with this formula, charge and spin	2.747	eV
<S²>	2.030

(11)
Formula: C6H14IN2
Source: the Open Molecules 2025 dataset
Level of theory: ωB97M-V/def2-TZVPD

The geometry in ORCA input format:
```
! wB97M-V def2-TZVPD RIJCOSX def2/J DEFGRID3
* xyz 1 3
H 0.59 -1.89 -0.34
H 1.97 0.72 0.79
I -4.09 0.25 -1.55
H 0.49 0.09 -1.83
H -0.34 -3.03 -1.16
C 0.35 1.99 -1.11
H 1.98 -0.95 -0.06
H -0.71 2.21 -1.40
H 0.17 -0.43 1.64
H 2.57 0.45 -0.87
C -0.37 -2.34 -0.36
H 0.44 2.60 -0.13
H -0.50 -2.84 0.60
C -0.62 0.19 1.36
N -2.21 -1.54 -1.31
H -1.50 0.93 -0.33
C -0.81 0.09 -0.12
H 1.02 2.47 -1.81
C 0.48 0.52 -0.84
C 1.83 0.14 -0.13
N -1.27 -1.20 -0.57
H -1.54 -0.12 1.82
H -0.36 1.19 1.65
*
```

Summary:
gap between HOMO and LUMO (spin up / spin down)	8.311 / 6.649	eV
largest force on an atom	3.96	eV/A
E_tot	-17518.6745	eV
HOMO level (spin up / spin down)	-13.3 / -14.1	eV
LUMO (spin up / spin down)	-0.1847 / -0.2744	Eh
ΔE to the lowest compared entry with this formula, charge and spin	0.247	eV
<S²>	2.016

What did the eleventh record say?
Formula: C6H14IN2
Source: the Open Molecules 2025 dataset
Level of theory: ωB97M-V/def2-TZVPD

The geometry in ORCA input format:
```
! wB97M-V def2-TZVPD RIJCOSX def2/J DEFGRID3
* xyz 1 3
H 0.59 -1.89 -0.34
H 1.97 0.72 0.79
I -4.09 0.25 -1.55
H 0.49 0.09 -1.83
H -0.34 -3.03 -1.16
C 0.35 1.99 -1.11
H 1.98 -0.95 -0.06
H -0.71 2.21 -1.40
H 0.17 -0.43 1.64
H 2.57 0.45 -0.87
C -0.37 -2.34 -0.36
H 0.44 2.60 -0.13
H -0.50 -2.84 0.60
C -0.62 0.19 1.36
N -2.21 -1.54 -1.31
H -1.50 0.93 -0.33
C -0.81 0.09 -0.12
H 1.02 2.47 -1.81
C 0.48 0.52 -0.84
C 1.83 0.14 -0.13
N -1.27 -1.20 -0.57
H -1.54 -0.12 1.82
H -0.36 1.19 1.65
*
```

Summary:
gap between HOMO and LUMO (spin up / spin down)	8.311 / 6.649	eV
largest force on an atom	3.96	eV/A
E_tot	-17518.6745	eV
HOMO level (spin up / spin down)	-13.3 / -14.1	eV
LUMO (spin up / spin down)	-0.1847 / -0.2744	Eh
ΔE to the lowest compared entry with this formula, charge and spin	0.247	eV
<S²>	2.016

Q: What is the E_tot in the sixth record?
A: -18386.3429 eV

Q: Look up the E_tot of the ninth one.
A: -66669.8646 eV